Formula: C8H17N
Source: the OMol25 dataset
Level of theory: ωB97M-V/def2-TZVPD

The max |F| is 0.10865 hartree/bohr. The calculation puts the energy above the lowest of the compared OMol25 structures with the same formula, charge and spin at 39.4 kcal/mol. The frontier orbital gap comes out at 9.40 eV.

Structure (XYZ):
```
26
C8H17N, DFT ωB97M-V/def2-TZVPD
H 3.27 2.02 -1.75
N 2.29 1.79 -1.62
C 2.04 0.83 -0.83
C 0.25 0.52 -0.47
C -0.13 1.60 0.51
C -0.47 0.69 -1.80
C 0.43 -0.85 0.02
C 1.04 -1.08 1.38
C -1.25 -1.50 0.05
C -2.19 -0.96 1.11
H 2.90 0.32 -0.35
H 0.26 2.54 0.12
H -1.21 1.71 0.61
H 0.30 1.49 1.50
H -0.23 1.66 -2.23
H -1.55 0.71 -1.67
H -0.17 -0.09 -2.50
H 0.90 -1.48 -0.74
H 2.11 -0.91 1.36
H 0.61 -0.44 2.15
H 0.87 -2.12 1.69
H -1.03 -2.55 0.23
H -1.70 -1.44 -0.94
H -1.71 -0.92 2.09
H -3.07 -1.60 1.21
H -2.56 0.04 0.86
```

Atomic charges from the natural (NBO) analysis, expressed in e, are listed below: number 1, H, carries 0.34; number 2, N, carries -0.66; number 3, C, carries 0.13; number 4, C, carries 0.01; number 5, C, carries -0.64; number 6, C, carries -0.64; number 7, C, carries -0.19; number 8, C, carries -0.63; number 9, C, carries -0.40; number 10, C, carries -0.63; number 11, H, carries 0.15; number 12, H, carries 0.23; number 13, H, carries 0.21; number 14, H, carries 0.21; number 15, H, carries 0.24; number 16, H, carries 0.21; number 17, H, carries 0.21; number 18, H, carries 0.21; number 19, H, carries 0.21; number 20, H, carries 0.21; number 21, H, carries 0.22; number 22, H, carries 0.19; number 23, H, carries 0.20; number 24, H, carries 0.20; number 25, H, carries 0.21; number 26, H, carries 0.20